Record 1
{
  "formula": "C13H16F4N3O6S",
  "method": "ωB97M-V with the def2-TZVPD basis set",
  "elements": ["C", "C", "S", "C", "N", "C", "N", "C", "O", "O", "N", "C", "F", "F", "C", "F", "F", "H", "H", "H", "H", "H", "H", "H", "H", "H", "H", "H", "H", "H", "H", "C", "C", "C", "O", "C", "C", "C", "O", "O", "O", "H", "H"],
  "positions_angstrom": [[-3.3779, 1.0168, -0.3699], [-3.5804, 0.2080, 0.8965], [-1.9687, 0.2818, 1.7422], [-1.9020, -1.3765, 2.4523], [-0.5273, -1.8933, 2.3532], [0.1333, -2.1604, 1.2621], [1.4457, -2.6672, 1.3400], [2.4901, -1.7154, 1.8104], [3.5496, -1.6411, 0.9131], [4.3719, -2.8122, 1.1620], [-0.3859, -2.0200, 0.0413], [0.3696, -1.2833, -0.9919], [-0.5721, -0.6673, -1.7528], [1.1623, -0.3774, -0.3839], [1.2572, -2.1981, -1.8609], [1.4717, -1.5985, -3.0437], [0.5859, -3.3982, -2.0785], [-2.8678, 1.9418, -0.1315], [-2.7266, 0.4781, -1.0480], [-4.2977, 1.2281, -0.9148], [-3.8517, -0.8343, 0.6966], [-4.3500, 0.6300, 1.5395], [-2.1654, -1.4098, 3.5077], [-2.5908, -2.0480, 1.9375], [-0.0412, -2.0680, 3.2150], [1.4093, -3.4402, 1.9896], [2.1040, -0.7026, 1.9025], [2.8833, -2.0468, 2.7681], [4.2899, -3.2843, 0.3265], [-1.3755, -1.8107, 0.0162], [2.2166, -2.3794, -1.3807], [1.0912, 3.1196, -0.1888], [2.0292, 3.4184, -1.2085], [1.4392, 3.7021, -2.6217], [2.2030, 4.0384, -3.5332], [0.0396, 3.5393, -2.8004], [-0.8852, 3.2118, -1.8000], [-0.2899, 3.0436, -0.3555], [-1.0578, 2.8373, 0.6233], [-2.1195, 3.0410, -1.9938], [3.2534, 3.4723, -1.0439], [1.4533, 2.9418, 0.8236], [-0.3161, 3.6826, -3.8168]],
  "mulliken_charge": [-0.945, -0.411, 0.167, -0.870, -0.187, 0.214, -0.233, -0.417, -0.161, -0.411, -0.204, 0.804, -0.261, -0.287, 0.311, -0.241, -0.306, 0.315, 0.054, 0.409, 0.330, 0.403, 0.404, 0.359, 0.260, 0.374, 0.359, 0.427, 0.331, 0.230, 0.122, -0.886, 0.453, 0.489, -0.749, -0.931, 0.661, 0.806, -0.885, -0.807, -0.770, 0.338, 0.343],
  "homo_lumo_gap_ha": 0.1001,
  "molar_mass_g_mol": 418.35,
  "e_lumo_ev": 0.56,
  "total_charge": -1
}

***

Record 2
{
  "formula": "C13H16NO",
  "method": "ωB97M-V with the def2-TZVPD basis set",
  "elements": ["C", "C", "C", "C", "C", "C", "C", "C", "C", "C", "C", "C", "C", "N", "O", "H", "H", "H", "H", "H", "H", "H", "H", "H", "H", "H", "H", "H", "H", "H", "H"],
  "positions_angstrom": [[2.1533, -2.1794, 1.4577], [0.9445, -2.2573, 1.5687], [-0.1283, -0.5063, -3.4603], [0.5696, -1.3738, -2.5958], [-0.5098, 0.7635, -3.1178], [1.0343, -0.8151, -1.4085], [-0.1778, 1.1599, -1.8181], [0.5744, 0.4170, -0.9977], [-0.6200, 2.4550, -1.2045], [0.3871, 2.5462, -0.0558], [0.7858, 1.1439, 0.3222], [-1.2212, -2.0919, 2.8339], [-0.4310, -2.0232, 1.6257], [-0.1197, 0.4485, 1.3622], [-1.1072, -2.1450, 0.4924], [3.1457, -2.4329, 1.4031], [-0.6846, -0.8555, -4.3546], [0.7362, -2.4140, -2.7883], [-1.0261, 1.3560, -3.7195], [1.8038, -1.4070, -0.8589], [-0.3159, 3.3477, -1.9110], [-1.6245, 2.7795, -1.0764], [1.3942, 2.9345, -0.3128], [0.0082, 3.2075, 0.7429], [1.8689, 1.1680, 0.7159], [-0.7661, -1.4844, 3.7472], [-2.1917, -1.8035, 2.6051], [-1.2848, -3.0703, 3.1003], [-1.1622, 0.6060, 1.2269], [-0.0280, 0.7724, 2.2583], [-0.7068, -2.0292, -0.3807]],
  "mulliken_charge": [-0.051, -0.353, -0.508, -0.503, -0.991, -0.683, 0.919, 0.212, -0.881, -0.833, -0.130, -1.396, 0.973, -0.460, -0.399, 0.505, 0.286, 0.511, 0.668, 0.306, 0.300, 0.415, 0.347, 0.296, 0.295, 0.326, 0.418, 0.457, 0.316, 0.284, 0.354],
  "homo_lumo_gap_ha": 0.2590,
  "molar_mass_g_mol": 202.28,
  "e_lumo_ev": -5.26,
  "total_charge": 1
}

***

Record 3
{
  "formula": "C13H16NO",
  "method": "ωB97M-V with the def2-TZVPD basis set",
  "elements": ["C", "C", "C", "C", "C", "C", "C", "C", "C", "C", "C", "C", "C", "N", "O", "H", "H", "H", "H", "H", "H", "H", "H", "H", "H", "H", "H", "H", "H", "H", "H"],
  "positions_angstrom": [[-0.4653, 2.8761, 2.2048], [-1.8454, 2.7966, 2.4795], [0.1482, 1.7484, 1.6718], [-2.5450, 1.6284, 2.2195], [-0.4863, 0.5961, 1.5130], [-1.8906, 0.4885, 1.7640], [-0.3456, -2.5300, -2.3531], [-1.1186, -1.4772, -2.2889], [0.2018, -0.7413, 1.0776], [-2.8198, -0.5578, 1.5710], [0.4985, -1.1273, -0.3978], [2.6410, -0.4672, -2.5553], [0.8126, 0.1828, -1.1648], [-0.4580, -1.9623, -1.0146], [1.2736, -0.0269, -2.5202], [0.0653, 3.7610, 2.1654], [-2.4651, 3.7553, 2.7697], [1.2388, 1.7455, 1.4822], [-3.5677, 1.6282, 2.4263], [-0.0754, -3.3101, -3.0156], [-1.6360, -0.6627, -2.6742], [1.2588, -0.5156, 1.4598], [-0.1586, -1.5850, 1.4806], [-2.4763, -1.5501, 1.1211], [-3.8353, -0.4526, 1.7503], [1.4675, -1.6451, -0.3651], [3.0055, -0.0641, -3.4288], [2.7398, -1.5426, -2.5499], [3.0603, -0.0589, -1.6276], [1.7099, 0.6308, -0.7413], [-0.0789, 0.8979, -1.1241]],
  "mulliken_charge": [-0.604, -0.620, -0.080, -0.641, 0.785, 0.958, -0.318, -0.243, -1.961, -0.958, 0.925, -0.655, -0.976, -0.397, -0.385, 0.482, 0.274, 0.329, 0.428, 0.404, 0.392, 0.466, 0.835, 0.264, 0.383, 0.355, 0.288, 0.237, 0.320, 0.411, 0.303],
  "homo_lumo_gap_ha": 0.1495,
  "molar_mass_g_mol": 202.28,
  "e_lumo_ev": -6.53,
  "total_charge": 1
}

***

Record 4
{
  "formula": "C13H17BrMnN2",
  "method": "ωB97M-V with the def2-TZVPD basis set",
  "elements": ["C", "C", "H", "H", "H", "H", "H", "H", "C", "C", "C", "C", "H", "H", "H", "H", "N", "C", "C", "N", "C", "C", "C", "H", "H", "C", "H", "H", "Mn", "C", "H", "H", "H", "Br"],
  "positions_angstrom": [[0.2022, -5.2191, 1.8075], [1.4339, -5.3817, 0.9071], [0.4951, -4.9071, 2.8142], [-0.2985, -6.1865, 1.9333], [-0.5175, -4.5127, 1.3997], [1.8922, -4.4302, 0.6557], [2.1911, -5.9897, 1.4101], [1.1887, -5.9211, -0.0080], [-2.1084, 1.4061, 1.7470], [-2.4654, 2.5840, 2.4070], [-1.8758, 3.7943, 2.0194], [-0.9252, 3.7899, 0.9930], [-2.5332, 0.4334, 2.0028], [-3.1945, 2.5408, 3.2171], [-2.1651, 4.7310, 2.4877], [-0.4324, 4.6990, 0.6447], [-1.1982, 1.4150, 0.7498], [-0.6210, 2.5877, 0.3464], [0.2970, 2.4530, -0.7793], [0.4005, 1.1796, -1.2799], [1.2872, 0.9163, -2.2633], [1.9179, 3.2372, -2.3969], [2.0542, 1.9281, -2.8542], [1.3774, -0.1399, -2.5364], [2.7392, 1.6639, -3.6477], [1.0562, 3.4987, -1.3303], [0.9241, 4.5023, -0.9132], [2.4595, 4.0506, -2.8689], [-0.9143, -0.2583, -0.4810], [0.0010, -1.8520, -1.0851], [1.0474, -1.7700, -0.7608], [-0.1136, -1.8896, -2.1785], [-0.5825, -2.6369, -0.5781], [-3.0191, -0.3161, -1.5806]],
  "mulliken_charge": [-0.734, -0.803, 0.266, 0.276, 0.200, 0.223, 0.324, 0.265, 0.047, -0.608, -0.457, -0.517, 0.410, 0.361, 0.423, 0.284, -0.245, 0.631, 0.544, 0.072, 0.004, -0.460, -0.685, 0.330, 0.384, -0.541, 0.262, 0.425, 0.085, -1.134, 0.230, 0.288, 0.350, -0.502],
  "homo_lumo_gap_ha": [0.1947, 0.2624],
  "s2": 8.7814,
  "molar_mass_g_mol": 336.13,
  "e_lumo_ev": [-0.91, -1.05],
  "total_charge": 0,
  "multiplicity": 6
}